# 1
# C16H25NO5

C16H25NO5 in the gas phase (ωB97M-V with the def2-TZVPD basis set, OMol25).

The LUMO energy comes out at 0.0309 hartree. The value obtained for the largest force on an atom is 0.58 eV/A. As for the energy above the lowest of the compared OMol25 structures with the same formula, charge and spin: 165.1 kJ/mol. Its frontier orbital gap is 9.07 eV. As for the charge: 0. Its energy is -1055.55190 Eh. As for the HOMO energy: -8.2 eV.

Atoms and positions in Å:
O1 -2.14096 -1.00762 2.45970
H1 0.40117 -1.23212 1.57330
H2 -0.10940 3.12728 -2.16598
N1 1.13803 0.69496 1.67288
C1 -1.50286 -1.48103 -1.79729
O2 4.32282 0.30244 3.53033
H3 0.87493 -0.83802 -4.13583
H4 0.65830 1.32163 -3.74162
O3 1.28145 2.64766 -0.71312
H5 -4.05296 -1.06157 1.86441
H6 3.71742 0.20710 1.54768
C2 -0.52848 -0.75697 -2.51874
H7 -0.68516 -0.25376 3.59442
O4 -0.30052 0.51961 -2.09152
C3 0.81466 2.10880 1.57697
C4 3.46133 0.70479 2.49219
H8 -0.42140 -0.06597 0.54600
O5 -2.06131 -0.82923 -0.73314
H9 4.21146 -0.64378 3.67649
C5 0.78692 1.22190 -2.65464
C6 -1.17922 -3.35830 -3.26930
H10 0.12414 2.43032 2.37605
H11 -0.51491 1.81065 -0.12263
C7 -1.82205 -2.76958 -2.18873
H12 -3.12350 0.30131 1.18551
H13 -1.51115 0.94897 2.57080
H14 -1.44143 -4.36434 -3.55817
C8 -0.21119 -2.66199 -3.95813
C9 0.23106 2.52618 0.22951
C10 -1.09546 -0.06785 2.59745
H15 1.90194 -0.64788 3.05977
C11 0.11292 -1.36471 -3.58463
H16 3.63460 1.77499 2.37355
H17 1.69638 0.98782 3.71265
C12 -3.08589 -0.76301 1.44528
H18 1.72491 0.69243 -2.44454
H19 -0.25940 3.50733 0.34536
H20 0.30126 -3.11627 -4.79208
C13 0.86287 2.63063 -2.05180
C14 -2.84716 -1.58038 0.16694
H21 -2.33900 -2.51259 0.44221
H22 1.74643 2.66307 1.69860
H23 -3.81431 -1.82027 -0.29571
C15 1.98739 0.41558 2.81654
H24 1.61671 3.19157 -2.61305
H25 -2.57528 -3.32958 -1.65825
C16 0.01388 -0.21018 1.53433



# 2
# C16H26AlClF6IO7

A molecular structure, C16H26AlClF6IO7 in a non-equilibrium geometry (ωB97M-V with the def2-TZVPD basis set, OMol25).

The LUMO energy comes out at 0.0831 hartree. The value obtained for the largest force on an atom is 8.04 eV/A. Its frontier orbital gap is 7.87 eV. As for the charge: -1. Its energy is -2751.48901 Eh. As for the HOMO energy: -5.6 eV.

Atoms and positions in Å:
F1 -5.46842 -5.83489 1.50375
C1 -3.20530 -6.19322 0.74661
H1 0.78413 7.01474 1.44671
F2 -5.08504 -5.56146 -0.62397
H2 0.00812 1.04827 -0.92316
H3 4.46354 -0.75805 1.49198
H4 3.37535 2.50404 -1.59437
H5 4.28400 -3.34668 1.09292
O1 3.63196 3.26898 1.75987
O2 -2.41220 -5.98665 -0.35345
H6 -0.81254 1.35071 0.84125
H7 1.35013 1.08698 1.78698
C2 3.42971 -2.63201 0.70403
H8 4.78577 2.12974 -0.37680
H9 0.27498 8.25738 0.27682
O3 -2.87163 -6.87352 1.71180
F3 -4.92065 7.30449 -1.13898
C3 -4.52123 -5.42844 0.61130
C4 2.69625 -3.26886 -0.62686
C5 1.22717 0.30295 0.91985
C6 0.06086 7.25488 0.66215
H10 -0.17599 -1.72856 -0.03643
H11 -1.59857 6.17680 1.56605
C7 -1.35706 7.18026 1.19664
H12 -1.54971 -0.81237 -1.03559
C8 -3.68375 7.21387 -1.70700
H13 3.22516 -0.35733 -2.61634
O4 -2.29671 7.59828 0.19529
C9 3.61569 2.09579 -0.50355
C10 2.99727 3.17686 0.58408
H14 3.41396 -3.34940 -1.57047
I1 -2.34337 -1.25929 1.67936
H15 -0.24341 -8.53478 -0.80233
H16 -1.46627 7.86825 2.04178
C11 -2.64485 6.65368 -0.73656
C12 -0.21813 0.60605 0.15427
H17 2.59463 -2.56746 1.55239
C13 4.14379 -1.16698 0.41712
F4 -3.37500 8.46849 -2.14523
F5 -4.35954 -4.08889 0.81188
H18 -1.72589 -8.16094 -1.71584
C14 -1.12295 -6.61723 -0.32903
H19 5.11599 -1.28140 -0.24448
H20 -1.83705 -8.64165 -0.02786
H21 -0.65271 -6.50962 0.65535
H22 0.99659 3.44515 0.16294
O5 1.80613 4.02857 0.28132
Cl1 2.16993 -5.03916 -0.25630
F6 -3.83443 6.45006 -2.82626
O6 -2.19856 5.51072 -0.75094
H23 1.08815 -0.75404 1.45075
H24 1.74114 -2.65217 -0.95717
H25 0.20732 6.55745 -0.16855
C15 -0.96484 -0.85065 -0.00381
H26 -0.49293 -6.08015 -1.04608
Al1 2.83050 0.20667 -0.35597
C16 -1.23306 -8.07299 -0.74182
O7 2.35357 -0.35127 -2.09003



# 3
# C16H26Cl4N6

8 unconnected molecules or ions with the total composition C16H26Cl4N6 in a non-equilibrium geometry (ωB97M-V with the def2-TZVPD basis set, OMol25).

The LUMO energy comes out at -0.0014 hartree. The value obtained for the largest force on an atom is 4.02 eV/A. As for the energy above the lowest of the compared OMol25 structures with the same formula, charge and spin: 169.2 kJ/mol. Its frontier orbital gap is 10.81 eV. As for the charge: 0. Its energy is -2794.46082 Eh. As for the HOMO energy: -10.8 eV.

Atoms and positions in Å:
C1 -4.46024 -3.33433 -1.01656
C2 0.09240 -0.36925 0.57893
H1 -0.73098 4.53148 -5.46230
H2 0.59831 5.87883 2.32926
C3 1.14127 5.11293 2.88306
H3 -0.08849 -1.40387 0.28750
H4 1.55930 4.31929 2.26380
N1 0.34461 5.13186 -2.50739
Cl1 -1.19224 0.54488 -1.68697
C4 -0.69937 -3.42092 -4.52427
Cl2 0.78616 3.08453 4.75631
C5 6.04292 3.46563 -2.88724
H5 4.65853 3.27814 -4.44082
H6 0.88105 -5.68879 1.12865
C6 0.96291 -6.10052 2.13457
H7 -1.69744 -3.02514 -4.71220
H8 -2.43640 -1.02745 6.41846
H9 -0.51643 1.58175 0.35934
C7 -5.70410 -2.64530 -1.51282
C8 -0.17963 -3.92997 -5.75154
Cl3 1.70147 -0.13997 -0.10466
N2 0.29793 -4.35401 -6.73279
H10 -0.05841 -2.62677 -4.14139
H11 -6.14862 -2.06718 -0.70272
H12 -1.92700 0.36603 0.60560
N3 6.81317 4.10930 -2.29610
C9 0.31378 4.89705 -3.64883
H13 -6.40462 -3.36977 -1.92818
C10 0.14052 4.54152 3.83963
H14 -0.77814 4.16531 3.38947
H15 -5.45444 -1.94058 -2.30600
N4 -1.89790 -3.94774 7.53914
H16 0.00642 -6.30799 2.61434
H17 5.36510 1.69077 -3.90654
H18 4.22063 2.60061 -2.91534
Cl4 2.44852 6.02695 3.65267
C11 -0.97462 0.61760 0.13893
C12 -1.48149 -1.47992 6.68590
C13 5.05473 2.69296 -3.61094
C14 -1.66373 -2.86454 7.19794
N5 -3.51099 -3.83669 -0.62990
H19 0.08630 -0.47185 1.66407
C15 0.29282 4.59943 -5.09446
N6 2.11058 -4.26264 3.56195
H20 -0.03425 5.32235 4.57980
C16 1.61991 -5.07111 2.94110
H21 -0.76046 -4.25357 -3.82351
H22 -1.22636 -0.99919 7.63030
H23 1.03193 5.15723 -5.66950
H24 1.65566 -6.93828 2.05494
H25 -0.80371 -1.39406 5.83658
H26 0.60336 3.55519 -5.05942



# 4
# C16H26F9N2O8S2

3 unconnected molecules or ions with the total composition C16H26F9N2O8S2 in a non-equilibrium geometry (ωB97M-V with the def2-TZVPD basis set, OMol25).

The LUMO energy comes out at 0.0594 hartree. The value obtained for the largest force on an atom is 6.78 eV/A. Its frontier orbital gap is 7.80 eV. As for the charge: -1. Its energy is -3031.60672 Eh. As for the HOMO energy: -6.2 eV.

Atoms and positions in Å:
C1 0.88519 -4.12577 7.24120
C2 2.74862 1.75572 -3.33645
O1 0.88101 -2.69646 3.11682
C3 -2.08470 0.89646 -7.26484
C4 1.84714 -4.62897 4.09664
F1 1.73587 2.01099 0.55193
F2 -0.56498 -0.19814 -3.29148
H1 -1.65843 3.78262 4.53471
C5 -0.95242 0.87111 -0.91505
S1 3.13018 0.32250 -4.49978
H2 1.96059 2.51856 -3.74328
F3 -0.73161 3.33128 -0.44344
O2 2.16230 -0.90675 -4.28796
O3 0.05213 -3.29081 5.11041
H3 1.88530 -4.33923 6.85391
C6 -0.78115 1.74933 -6.68091
H4 2.00057 -4.99033 3.07386
H5 3.41702 1.06546 -1.24835
C7 -0.17068 -4.25157 6.16136
H6 -1.04708 2.10474 -5.57967
H7 -3.85027 -0.29247 3.18307
F4 -2.16136 1.28248 -0.10757
H8 -1.53533 -1.04302 2.69502
C8 -1.76939 -0.52124 3.62766
F5 -0.21322 -0.09899 -0.07309
N1 3.31425 0.77286 -6.17522
C9 -0.12671 2.23655 -1.29114
O4 1.79596 3.10241 -6.28035
O5 4.54233 -0.21704 -4.04307
H9 -0.72895 2.33790 5.01989
C10 -1.55665 0.05864 -2.22206
H10 3.77654 2.34596 -3.19464
H11 0.91099 -3.10505 7.63557
N2 0.40586 0.76917 -6.66385
F6 -1.97188 -1.29609 -1.69930
H12 -3.00523 0.91891 -6.53079
H13 -0.89835 0.07180 3.91985
C11 0.87442 -3.48610 4.05875
C12 -3.00328 0.34283 3.46141
C13 -2.84374 2.13524 5.15285
S2 1.92451 1.61870 -6.80402
H14 -0.57726 2.71129 -7.31849
C14 1.47141 2.20736 -0.92254
O6 2.18351 1.77848 -8.35383
H15 -1.92442 -1.26377 4.41677
O7 -3.36186 0.97180 4.70761
H16 0.33943 0.17631 -5.80830
C15 -1.61731 2.68889 4.48718
H17 -1.15040 -4.01667 6.58966
H18 -2.89675 1.08173 2.66245
H19 1.94322 0.07283 -1.87779
H20 2.80026 -4.27732 4.50167
H21 -0.24516 -5.26590 5.75982
H22 -2.39749 1.40300 -8.27727
F7 -0.37648 2.68508 -2.71191
F8 -2.74081 0.75336 -2.79419
F9 1.99973 3.59274 -1.21341
H23 -1.73273 -0.21471 -7.45330
H24 0.67882 -4.81574 8.06475
H25 1.49691 -5.48363 4.66987
C16 2.37269 1.17049 -1.81728
H26 -1.53836 2.43486 3.43318
O8 -3.32226 2.69534 6.13677



# 5
# C16H26N2OS

C16H26N2OS in the gas phase in a non-equilibrium geometry (ωB97M-V with the def2-TZVPD basis set, OMol25).

The LUMO energy comes out at 0.0070 hartree. The value obtained for the largest force on an atom is 1.24 eV/A. As for the energy above the lowest of the compared OMol25 structures with the same formula, charge and spin: 170.7 kJ/mol. Its frontier orbital gap is 8.29 eV. As for the charge: 0. Its energy is -1208.19642 Eh. As for the HOMO energy: -8.1 eV.

Atoms and positions in Å:
H1 4.09173 1.38972 -0.73173
H2 -6.92287 -0.18402 0.18192
H3 2.00118 -1.93453 1.52906
H4 3.02525 3.88312 -0.80633
H5 0.88236 -3.24522 -0.97043
C1 -4.85284 0.19761 -0.20970
H6 2.05070 -3.65769 1.08803
C2 2.14579 3.38248 -0.44159
H7 -3.07145 -1.77596 0.67669
H8 -0.92550 -0.74408 -1.22234
H9 -2.15260 2.85303 0.07083
H10 -5.13404 1.12638 -0.71218
H11 -4.61608 0.44817 0.82675
C3 2.11236 -2.63983 0.70413
H12 -1.63354 3.38340 1.66575
H13 -1.68777 4.54357 0.33120
H14 -5.59102 -1.80641 1.57182
C4 -6.07140 -0.72697 -0.23669
O1 4.29930 -3.29873 -0.10894
N1 2.89045 -0.14614 0.01704
C5 0.99743 -2.37792 -0.31850
C6 0.91812 4.02684 -0.20771
C7 3.13452 1.06125 -0.31070
H15 -2.28003 -0.20542 0.79071
C8 -0.05661 3.18743 0.24778
C9 -1.46413 3.51322 0.59675
H16 -5.11569 -2.64189 0.08896
N2 3.78478 -1.12065 -0.16037
H17 0.75903 5.07754 -0.37523
H18 1.27473 -1.52448 -0.93772
H19 -6.31463 -0.96624 -1.27478
H20 4.70263 -0.92144 -0.56741
H21 -6.80952 -2.58785 0.56369
C10 -5.88127 -2.02044 0.54537
C11 -1.37044 -1.53880 -0.61878
H22 -1.66626 -2.34326 -1.29581
C12 -0.32457 -2.04792 0.36990
H23 -3.90715 -1.14626 -1.61217
H24 -0.14214 -1.26493 1.10878
C13 3.48417 -2.43264 0.11359
C14 -3.60568 -0.38512 -0.88980
C15 -2.60129 -0.98373 0.09375
H25 -3.09724 0.40344 -1.45043
H26 -0.70493 -2.92552 0.89640
S1 0.53326 1.56696 0.40511
C16 2.10822 2.04122 -0.15935